Entry from the Open Molecules 2025 dataset: a molecular structure, C21H27N5O2S2Tl in a non-equilibrium geometry (the ωB97M-V functional and the def2-TZVPD basis).

Strongest force on any atom ... 1.65 eV Å⁻¹
Energy above the lowest of the compared OMol25 structures with the same formula, charge and spin ... 19.95 kcal per mole
E_tot ... -2209.5792 a.u.
Gap between HOMO and LUMO ... 5.902 eV

ORCA input file:
```
! wB97M-V def2-TZVPD RIJCOSX def2/J DEFGRID3
* xyz -1 1
Tl -0.2435 -0.4949 -1.1000
N 3.3794 -0.2109 -2.5723
C 3.3921 -0.2166 -1.2082
N 2.3418 -0.2352 -0.4743
C 2.6190 -0.1545 0.8638
C 3.9503 -0.0609 1.1473
S 4.9004 -0.0711 -0.3044
C 1.5394 -0.2187 1.8238
C 1.7328 -0.2199 3.1750
S 0.2330 -0.3971 4.0136
C -0.6230 -0.4730 2.3638
N 0.2499 -0.3262 1.3897
N -1.8810 -0.6196 2.2340
H 2.4798 -0.4632 -2.9609
H 4.1640 -0.6511 -3.0243
H 4.4374 0.0131 2.0969
H 2.6526 -0.1553 3.7236
H -2.4029 -0.7597 3.0875
H -2.5507 -0.3423 0.7123
C -3.0035 1.9666 -1.4393
C -3.4513 1.1830 -0.1984
C -3.0676 1.9750 1.0526
C -4.9804 0.9840 -0.2279
O -2.8268 -0.0873 -0.2132
H -3.5992 2.8701 -1.5535
H -3.1106 1.3516 -2.3277
H -1.9577 2.2412 -1.3310
H -3.4234 2.9990 0.9704
H -1.9850 1.9739 1.1541
H -3.4951 1.5123 1.9389
H -5.4997 1.9394 -0.1778
H -5.2891 0.3785 0.6217
H -5.2707 0.4745 -1.1442
C 2.5356 3.5958 -0.8513
C 1.9676 4.1582 0.4482
C 0.8569 3.1492 0.7388
O 0.3467 2.7492 -0.5225
C 1.2725 3.0845 -1.5437
H 3.2059 2.7632 -0.6371
H 3.0613 4.3353 -1.4515
H 1.5471 5.1520 0.2810
H 2.6991 4.2141 1.2502
H 0.0323 3.5670 1.3250
H 1.2599 2.2771 1.2696
H 0.8228 3.8689 -2.1711
H 1.4561 2.2003 -2.1628
N -0.0107 -8.4617 -0.6715
C -0.0339 -7.3095 -0.6377
C -0.0489 -5.9066 -0.6422
C -0.5726 -5.2197 -1.7417
C -0.5563 -3.8402 -1.7541
C -0.0368 -3.0412 -0.7130
C 0.4788 -3.7877 0.3641
C 0.4793 -5.1679 0.4224
H -0.9875 -5.7870 -2.5713
H -0.9731 -3.3485 -2.6312
H 0.9057 -3.2548 1.2072
H 0.8818 -5.6926 1.2830
*
```

Entry from the Open Molecules 2025 dataset: a single C13H26N2O molecule (the ωB97M-V functional and the def2-TZVPD basis).

Strongest force on any atom ... 0.64 eV Å⁻¹
SMILES string ... CCCCOCCCNC1=NCCCCC1
Energy above the lowest of the compared OMol25 structures with the same formula, charge and spin ... 22.66 kcal per mole
E_tot ... -695.6813 a.u.
Gap between HOMO and LUMO ... 9.317 eV

ORCA input file:
```
! wB97M-V def2-TZVPD RIJCOSX def2/J DEFGRID3
* xyz 0 1
C 3.8483 2.1803 0.0830
C 2.4157 1.6611 0.1193
C 2.1774 0.4928 -0.8380
C 2.8281 -0.8098 -0.3617
O 2.4507 -1.2217 0.9372
C 1.1032 -1.5988 1.1164
C 0.7147 -2.9004 0.3905
H 1.6267 -3.4101 0.0761
H 0.1953 -3.5635 1.0866
C -0.1887 -2.6669 -0.8260
N -1.5004 -2.1996 -0.4493
C -1.8907 -0.8999 -0.5462
N -1.1376 -0.0611 -1.1390
C -1.5423 1.3130 -1.2792
C -1.6308 2.0657 0.0550
C -2.9339 1.8179 0.8114
C -3.1288 0.3662 1.2437
H -2.2952 0.0581 1.8806
C -3.2453 -0.5983 0.0586
H -3.7165 -1.5283 0.3846
H -3.8835 -0.1512 -0.7085
H -4.0431 0.3026 1.8396
H -2.9491 2.4526 1.7015
H -3.7756 2.1172 0.1803
H -0.7814 1.7732 0.6765
H -1.5453 3.1363 -0.1456
H -0.7771 1.7855 -1.9040
H -2.5035 1.3974 -1.8068
H -2.0221 -2.7965 0.1725
H -0.3008 -3.6070 -1.3789
H 0.2289 -1.9089 -1.4879
H 1.0157 -1.7310 2.1985
H 0.4267 -0.7934 0.8094
H 2.6223 -1.6032 -1.0942
H 3.9121 -0.6877 -0.2914
H 2.5893 0.7298 -1.8212
H 1.1039 0.3345 -0.9588
H 2.1766 1.3383 1.1346
H 1.7359 2.4747 -0.1448
H 4.1190 2.4836 -0.9266
H 3.9555 3.0412 0.7396
H 4.5458 1.4150 0.4129
*
```

Entry from the Open Molecules 2025 dataset: 2 unconnected molecules or ions with the total composition C4H12N2O in a non-equilibrium geometry (the ωB97M-V functional and the def2-TZVPD basis).

Strongest force on any atom ... 6.35 eV Å⁻¹
Energy above the lowest of the compared OMol25 structures with the same formula, charge and spin ... 27.37 kcal per mole
E_tot ... -344.0189 a.u.
Gap between HOMO and LUMO (alpha / beta) ... 10.753 / 6.730 eV

ORCA input file:
```
! wB97M-V def2-TZVPD RIJCOSX def2/J DEFGRID3
* xyz 1 2
C 0.3240 -0.8071 -1.8499
C 0.5898 0.7509 -1.4299
C -0.0292 1.0077 -0.1104
C -0.3910 2.2134 0.3129
N -0.9756 2.4131 1.6310
N -0.2005 -0.0809 0.8577
H -0.6772 -0.8455 -1.6540
H 0.5472 -0.9093 -2.8755
H 0.7729 -1.4756 -1.1958
H 1.6752 0.9458 -1.4681
H 0.0308 1.3475 -2.1703
H -0.2756 3.1210 -0.2624
H -1.2436 1.4929 2.0231
H -1.8676 2.9847 1.5817
H 0.6398 -0.6982 0.7201
H 0.0798 0.2250 1.7897
H 0.1101 -4.3922 1.9593
H 0.2228 -3.2315 0.9768
O 0.6677 -4.0617 1.1638
*
```

Entry from the Open Molecules 2025 dataset: a single C22H24N2O6 molecule (the ωB97M-V functional and the def2-TZVPD basis).

Strongest force on any atom ... 0.74 eV Å⁻¹
SMILES string ... CC(=O)NCC(=O)N[C@@H](CC(=O)OCc1ccccc1)C(=O)OCc1ccccc1
Energy above the lowest of the compared OMol25 structures with the same formula, charge and spin ... 3.29 kcal per mole
E_tot ... -1413.7807 a.u.
Gap between HOMO and LUMO ... 9.857 eV

ORCA input file:
```
! wB97M-V def2-TZVPD RIJCOSX def2/J DEFGRID3
* xyz 0 1
C 2.8266 1.6596 -0.4875
C 1.3283 1.7858 -0.6077
O 0.6014 2.0495 0.3375
N 0.8581 1.5881 -1.8545
H 1.4800 1.2117 -2.5562
C -0.5540 1.6159 -2.1789
H -1.0176 2.4427 -1.6332
H -0.6678 1.7709 -3.2519
C -1.2504 0.3053 -1.7772
O -1.6878 -0.4876 -2.5831
N -1.3056 0.1632 -0.4422
H -0.8457 0.8688 0.1302
C -1.7548 -1.0338 0.2123
C -0.5853 -2.0061 0.4876
C -0.1151 -2.5750 -0.8319
O -0.4870 -3.6116 -1.3075
O 0.7575 -1.7518 -1.4247
C 1.1158 -2.1015 -2.7692
C 2.2331 -1.2060 -3.2132
C 2.0320 -0.2667 -4.2184
C 3.0644 0.5707 -4.6121
C 4.3022 0.4829 -3.9971
C 4.5075 -0.4480 -2.9919
C 3.4792 -1.2887 -2.6028
H 3.6394 -2.0185 -1.8229
H 5.4729 -0.5220 -2.5138
H 5.1066 1.1341 -4.3044
H 2.9014 1.2913 -5.3998
H 1.0668 -0.2040 -4.6999
H 0.2266 -1.9791 -3.3969
H 1.4144 -3.1565 -2.7886
H 0.2241 -1.4630 0.9767
H -0.9448 -2.8116 1.1274
H -2.4836 -1.5316 -0.4419
C -2.4369 -0.6974 1.5404
O -2.6556 -1.5024 2.4039
O -2.7444 0.5923 1.6052
C -3.2745 1.0630 2.8474
C -2.1991 1.1730 3.8983
C -2.4559 0.7973 5.2091
C -1.4663 0.9017 6.1706
C -0.2104 1.3718 5.8267
C 0.0512 1.7412 4.5184
C -0.9385 1.6473 3.5563
H -0.7261 1.9379 2.5378
H 1.0289 2.1065 4.2416
H 0.5632 1.4472 6.5768
H -1.6744 0.6073 7.1885
H -3.4315 0.4185 5.4763
H -3.6963 2.0446 2.6138
H -4.0679 0.3880 3.1838
H 3.3277 2.2062 -1.2822
H 3.0991 0.6086 -0.5664
H 3.1454 2.0383 0.4792
*
```

Entry from the Open Molecules 2025 dataset: a single C4H8N2OS molecule (the ωB97M-V functional and the def2-TZVPD basis).

Strongest force on any atom ... 0.97 eV Å⁻¹
SMILES string ... CN(C)/N=C\C(O)=S
Energy above the lowest of the compared OMol25 structures with the same formula, charge and spin ... 49.33 kcal per mole
E_tot ... -740.0834 a.u.
Gap between HOMO and LUMO ... 8.941 eV

ORCA input file:
```
! wB97M-V def2-TZVPD RIJCOSX def2/J DEFGRID3
* xyz 0 1
C -1.3499 -1.3998 -0.4562
C -1.3122 0.9977 -0.2963
C 1.1333 -0.0901 1.3220
C 2.0775 0.2358 0.2149
H -2.2063 -1.4907 0.2271
H -1.7050 -1.3455 -1.4811
H -0.7611 -2.3218 -0.3486
H -1.6676 1.0507 -1.3342
H -2.1612 0.9881 0.4162
H -0.6703 1.8426 -0.1184
H 1.5627 -0.1794 2.3170
H 2.5643 1.6095 -0.9348
N -0.5238 -0.2327 -0.1903
N -0.1096 -0.3426 1.1945
O 1.9210 1.4843 -0.2274
S 3.2084 -0.8059 -0.3044
*
```

Entry from the Open Molecules 2025 dataset: a molecular structure, C19H21N3O4S in a non-equilibrium geometry (the ωB97M-V functional and the def2-TZVPD basis).

Strongest force on any atom ... 19.58 eV Å⁻¹
Energy above the lowest of the compared OMol25 structures with the same formula, charge and spin ... 513.80 kcal per mole
E_tot ... -1599.2944 a.u.
Gap between HOMO and LUMO ... 7.812 eV

ORCA input file:
```
! wB97M-V def2-TZVPD RIJCOSX def2/J DEFGRID3
* xyz 0 1
C 4.1995 3.0275 4.1028
C 3.0947 3.6061 3.2795
H 2.6593 4.3889 3.8681
H 3.4639 3.9438 2.3661
O 2.2215 2.7569 3.2376
C 2.0486 2.0181 2.2882
O 2.8893 2.0902 1.4627
C 0.8876 0.9704 2.3444
C 0.5322 -0.0156 1.5110
C -0.7203 -0.5441 1.7708
C -1.4063 -0.1114 3.1536
N -2.2846 -0.6088 3.8374
C -2.6429 -1.5827 3.1163
N -2.6176 -2.1629 2.0167
C -1.4573 -1.6743 1.3022
N -1.4392 -2.0191 0.0892
C -1.0445 -1.3735 -1.2497
C -1.2805 -0.0226 -1.3080
C -1.0704 0.3099 -2.5973
C -0.7197 -0.2239 -3.6159
C -0.4089 -1.7397 -3.4400
C -0.8909 -2.1589 -2.1306
H -0.7523 -3.3494 -2.1293
O -0.2593 -2.4752 -4.3887
C 0.2714 -2.4826 -5.6571
H -0.6137 -1.7669 -6.3380
H 0.6365 -3.0265 -6.3291
H 0.9979 -1.6643 -5.7212
O -0.3844 0.3925 -4.8246
C -0.4860 1.7217 -5.0742
H -1.5373 1.8971 -4.8096
H 0.3311 2.1192 -4.3182
H -0.2389 1.8407 -6.0733
H -1.0273 1.5841 -2.6557
H -1.5475 0.5430 -0.4845
H -2.0890 -3.1255 -0.0188
C -3.8306 -2.3966 3.9637
H -4.9339 -2.3531 3.2767
H -4.3248 -1.5880 4.7667
H -3.6791 -3.1269 4.5677
S -0.3728 1.4394 3.4940
C 1.1738 -0.2271 0.4545
H 1.1612 0.2090 -0.5142
H 1.3132 -1.3514 0.1450
H 2.4164 -0.2622 0.7094
H 4.6599 2.1160 3.4165
H 5.1111 3.7615 4.1814
H 3.9907 2.6970 4.9559
*
```

- energy above the lowest of the compared OMol25 structures with the same formula, charge and spin of number 1 (C21H27N5O2S2Tl)?
  19.95 kcal per mole

- strongest force on any atom of number 6 (C19H21N3O4S)?
  19.58 eV Å⁻¹

What did the third record say?
Entry from the Open Molecules 2025 dataset: 2 unconnected molecules or ions with the total composition C4H12N2O in a non-equilibrium geometry (the ωB97M-V functional and the def2-TZVPD basis).

Strongest force on any atom ... 6.35 eV Å⁻¹
Energy above the lowest of the compared OMol25 structures with the same formula, charge and spin ... 27.37 kcal per mole
E_tot ... -344.0189 a.u.
Gap between HOMO and LUMO (alpha / beta) ... 10.753 / 6.730 eV

ORCA input file:
```
! wB97M-V def2-TZVPD RIJCOSX def2/J DEFGRID3
* xyz 1 2
C 0.3240 -0.8071 -1.8499
C 0.5898 0.7509 -1.4299
C -0.0292 1.0077 -0.1104
C -0.3910 2.2134 0.3129
N -0.9756 2.4131 1.6310
N -0.2005 -0.0809 0.8577
H -0.6772 -0.8455 -1.6540
H 0.5472 -0.9093 -2.8755
H 0.7729 -1.4756 -1.1958
H 1.6752 0.9458 -1.4681
H 0.0308 1.3475 -2.1703
H -0.2756 3.1210 -0.2624
H -1.2436 1.4929 2.0231
H -1.8676 2.9847 1.5817
H 0.6398 -0.6982 0.7201
H 0.0798 0.2250 1.7897
H 0.1101 -4.3922 1.9593
H 0.2228 -3.2315 0.9768
O 0.6677 -4.0617 1.1638
*
```

- Which value of energy above the lowest of the compared OMol25 structures with the same formula, charge and spin does entry 2 give?
  22.66 kcal per mole